Formula: C19H22BrMnN6O
Source: the OMol25 dataset
Level of theory: ωB97M-V with the def2-TZVPD basis set

Properties
Expectation value of S²: 8.7549
Lowest unoccupied orbital energy (spin up / spin down): -2.69 / -2.86 eV
Orbital gap (spin up / spin down): 7.1 / 7.0 eV

```
! RIJCOSX wB97M-V def2-TZVPD def2/J DEFGRID3
* xyz 1 6
Mn 1.9341 -0.4464 -1.1537
N 2.4577 -1.5556 -3.0364
C 3.7752 -2.1766 -2.8282
C 4.7732 -1.0887 -2.4606
N 4.3312 -0.2987 -1.2912
C 4.9001 -0.7166 0.0073
C 3.9730 -1.6537 0.7668
N 2.6561 -1.0103 0.9059
H 1.7214 -2.2469 -3.1469
H 2.4629 -0.9992 -3.8864
H 4.1311 -2.7201 -3.7057
H 3.6802 -2.8999 -2.0166
H 4.8738 -0.4054 -3.3066
H 5.7578 -1.5300 -2.2859
H 4.5932 0.6651 -1.4505
H 5.0611 0.1819 0.6071
H 5.8755 -1.1913 -0.1268
H 4.4210 -1.9084 1.7294
H 3.8353 -2.5862 0.2175
H 2.7227 -0.2171 1.5378
H 1.9697 -1.6420 1.3075
Br -4.6071 -1.0401 5.8581
C -4.6780 -0.1286 4.2051
C -3.5070 0.3720 3.6557
C -3.5419 1.0272 2.4375
C -4.7559 1.1974 1.7788
C -5.9294 0.7380 2.3692
C -5.8962 0.0499 3.5702
N -4.9615 1.9452 0.5736
N -4.1728 1.9410 -0.3781
C -3.0553 1.0470 -0.4452
C -3.2090 -0.3145 -0.4634
C -2.1177 -1.1742 -0.6524
C -0.8356 -0.6892 -0.8329
O 0.2173 -1.4573 -1.0049
C -0.6756 0.7403 -0.8504
N 0.5875 1.2308 -1.0612
C 0.7736 2.5359 -1.0919
C -0.2658 3.4600 -0.9273
C -1.5363 2.9954 -0.7195
C -1.7771 1.6060 -0.6734
H -2.5699 0.2460 4.1799
H -2.6207 1.4165 2.0278
H -6.8680 0.9286 1.8660
H -6.8060 -0.3243 4.0174
H -4.1962 -0.7360 -0.3212
H -2.2678 -2.2456 -0.6610
H 1.7857 2.8827 -1.2672
H -0.0520 4.5178 -0.9740
H -2.3676 3.6782 -0.5992
*
```

natural (NBO) population analysis, charges in e, atoms 1 to 5: 1.557 -0.900 -0.234 -0.234 -0.698

---

Formula: C3H8IN
Source: the OMol25 dataset
Level of theory: ωB97M-V with the def2-TZVPD basis set

Properties
Energy relative to the best compared isomer or geometry (same formula, charge and spin): 192.1 kJ/mol
Lowest unoccupied orbital energy: 0.19 eV
Orbital gap: 8.5 eV

```
! RIJCOSX wB97M-V def2-TZVPD def2/J DEFGRID3
* xyz 0 1
C -0.3152 -1.3100 0.7404
C 0.1592 0.5829 -0.8353
C 0.0887 0.1431 0.5679
N 1.7546 0.2595 1.6437
I 3.5304 0.3251 0.5512
H -0.0573 -1.7267 1.7668
H -1.3867 -1.3528 0.8110
H -0.0857 -2.0333 0.0619
H 0.6351 -0.1857 -1.3775
H 0.7731 1.4750 -0.7747
H -0.7950 0.6314 -1.3066
H -0.3259 0.8315 1.3634
H 1.6419 -0.5609 2.2280
*
```

natural (NBO) population analysis, charges in e, atoms 1 to 5: -0.660 -0.683 0.081 -0.877 0.222

---

| no. | strongest force on any atom (eV Å⁻¹) | calculated total energy (Eh) |
| --- | --- | --- |
| 1 | 0.35 | -4865.8540 |
| 2 | 4.52 | -471.4409 |